{
  "formula": "C49H50BrN7O4SY",
  "method": "ωB97M-V with the def2-TZVPD basis set",
  "orbital_gap_ha": 0.236,
  "energy_ev": -152165.777,
  "total_charge": 1,
  "symbols": ["Y", "C", "C", "C", "C", "C", "N", "C", "C", "C", "N", "C", "C", "C", "C", "C", "C", "C", "C", "N", "C", "C", "C", "N", "C", "C", "C", "C", "O", "C", "O", "H", "H", "H", "H", "H", "H", "H", "H", "H", "H", "H", "H", "H", "H", "H", "H", "H", "H", "H", "H", "H", "H", "H", "H", "H", "H", "H", "H", "C", "N", "C", "C", "N", "C", "S", "H", "H", "H", "H", "H", "H", "C", "C", "C", "C", "C", "C", "C", "C", "H", "H", "H", "H", "H", "C", "C", "C", "C", "N", "C", "C", "H", "H", "H", "H", "H", "H", "H", "Br", "C", "C", "C", "C", "C", "C", "C", "O", "O", "H", "H", "H", "H"],
  "coordinates": [[-0.314, -0.080, -0.566], [-0.276, -5.890, 4.134], [-0.464, -4.533, 3.528], [-0.026, -3.393, 4.148], [-0.154, -2.118, 3.554], [0.423, -1.025, 4.204], [0.457, 0.196, 3.733], [1.080, 1.311, 4.392], [0.030, 2.304, 4.935], [0.425, 3.762, 4.665], [0.616, 4.000, 3.245], [-0.183, 3.607, 2.274], [-1.533, 3.249, 2.325], [-2.476, 3.828, 3.197], [-3.814, 3.551, 3.084], [-4.833, 4.271, 3.913], [-4.228, 2.616, 2.123], [-3.353, 1.979, 1.266], [-3.877, 1.066, 0.285], [-3.206, 0.489, -0.629], [-3.981, -0.220, -1.620], [-3.135, -1.189, -2.431], [-2.769, -2.463, -1.673], [-2.006, -2.217, -0.463], [-1.946, -3.183, 0.367], [-1.266, -3.186, 1.642], [-1.095, -4.398, 2.281], [-0.775, -1.967, 2.250], [-0.895, -0.832, 1.709], [-1.945, 2.293, 1.309], [-1.087, 1.758, 0.571], [0.268, -5.825, 5.072], [0.282, -6.531, 3.455], [-1.233, -6.373, 4.322], [0.453, -3.452, 5.114], [0.907, -1.194, 5.160], [0.040, 0.311, 2.798], [1.727, 1.813, 3.667], [1.705, 0.941, 5.207], [-0.107, 2.174, 6.009], [-0.930, 2.103, 4.456], [1.367, 3.989, 5.165], [-0.342, 4.421, 5.078], [1.561, 4.203, 2.944], [0.315, 3.470, 1.309], [-2.150, 4.583, 3.896], [-4.353, 4.864, 4.688], [-5.519, 3.568, 4.383], [-5.416, 4.938, 3.276], [-5.289, 2.419, 2.034], [-4.966, 0.931, 0.344], [-4.383, 0.533, -2.312], [-4.841, -0.734, -1.167], [-2.228, -0.669, -2.751], [-3.689, -1.473, -3.327], [-2.163, -3.096, -2.333], [-3.683, -3.024, -1.435], [-2.447, -4.137, 0.137], [-1.447, -5.297, 1.793], [2.986, -4.910, 1.541], [2.560, -4.599, 0.207], [2.634, -5.416, -0.894], [2.113, -4.737, -1.942], [1.720, -3.508, -1.480], [2.003, -3.418, -0.161], [1.740, -2.122, 0.857], [3.326, -5.942, 1.583], [2.153, -4.765, 2.233], [3.803, -4.248, 1.837], [3.055, -6.398, -0.835], [1.990, -5.025, -2.963], [1.292, -2.747, -2.022], [0.122, -1.169, -2.463], [0.184, -1.562, -3.616], [0.127, -1.987, -4.973], [1.013, -1.491, -5.930], [0.845, -1.823, -7.263], [-0.193, -2.653, -7.659], [-1.059, -3.171, -6.708], [-0.900, -2.844, -5.375], [1.815, -0.839, -5.614], [1.519, -1.425, -8.007], [-0.327, -2.900, -8.703], [-1.869, -3.820, -7.011], [-1.580, -3.234, -4.628], [-0.231, 5.840, -4.100], [-0.296, 4.506, -3.437], [-1.478, 3.996, -2.914], [-1.483, 2.745, -2.324], [-0.404, 1.972, -2.225], [0.731, 2.454, -2.732], [0.831, 3.695, -3.333], [-1.195, 6.338, -4.078], [0.080, 5.722, -5.136], [0.504, 6.476, -3.610], [-2.393, 4.565, -2.968], [-2.397, 2.337, -1.913], [1.596, 1.809, -2.664], [1.777, 4.029, -3.728], [3.365, -0.340, -2.064], [4.464, 0.808, -1.011], [5.836, 0.734, -1.205], [6.678, 1.574, -0.499], [6.146, 2.515, 0.368], [4.778, 2.581, 0.544], [3.910, 1.717, -0.119], [2.425, 1.845, 0.198], [2.047, 2.912, 0.696], [1.700, 0.837, -0.030], [6.230, 0.029, -1.921], [7.746, 1.494, -0.635], [6.795, 3.202, 0.889], [4.339, 3.317, 1.201]]
}

---

{
  "formula": "C49H50ClN7OTi",
  "method": "ωB97M-V with the def2-TZVPD basis set",
  "orbital_gap_ha": [0.174, 0.174],
  "energy_ev": -99738.560,
  "total_charge": 0,
  "symbols": ["Ti", "C", "N", "C", "C", "C", "C", "C", "C", "N", "C", "C", "C", "C", "C", "C", "N", "C", "C", "C", "C", "C", "N", "H", "H", "H", "H", "H", "H", "H", "H", "H", "H", "H", "H", "H", "H", "H", "H", "H", "H", "C", "C", "C", "C", "C", "C", "C", "C", "C", "C", "C", "C", "C", "C", "C", "H", "H", "H", "H", "H", "H", "H", "H", "H", "H", "C", "C", "C", "C", "C", "O", "C", "C", "C", "C", "C", "C", "Cl", "C", "C", "C", "N", "C", "N", "C", "N", "H", "H", "H", "H", "H", "H", "H", "H", "H", "H", "H", "H", "H", "H", "H", "H", "H", "H", "H", "H", "H", "H"],
  "coordinates": [[0.224, 2.419, 2.715], [-0.204, 1.790, 5.645], [-0.443, 1.063, 4.370], [0.379, -0.157, 4.270], [1.812, 0.254, 3.983], [2.906, -0.363, 4.563], [4.176, 0.109, 4.266], [4.317, 1.175, 3.393], [3.178, 1.734, 2.841], [1.953, 1.293, 3.142], [-1.889, 0.916, 4.067], [-2.473, 2.278, 3.796], [-3.657, 2.725, 4.345], [-4.151, 3.970, 3.977], [-3.424, 4.714, 3.048], [-2.243, 4.221, 2.546], [-1.747, 3.012, 2.912], [-0.188, 3.282, 5.465], [-0.629, 4.163, 6.427], [-0.532, 5.535, 6.218], [0.042, 5.970, 5.020], [0.481, 5.053, 4.097], [0.361, 3.708, 4.286], [0.775, 1.461, 6.007], [-0.949, 1.496, 6.390], [0.012, -0.735, 3.426], [0.320, -0.766, 5.178], [2.755, -1.191, 5.242], [5.045, -0.348, 4.721], [5.286, 1.578, 3.135], [3.211, 2.553, 2.134], [-2.427, 0.427, 4.887], [-1.968, 0.307, 3.161], [-4.185, 2.095, 5.050], [-5.077, 4.344, 4.391], [-3.768, 5.684, 2.716], [-1.650, 4.758, 1.818], [-1.061, 3.768, 7.339], [-0.885, 6.235, 6.961], [0.152, 7.023, 4.799], [0.935, 5.350, 3.162], [0.791, 3.275, 1.023], [0.256, 2.621, 0.081], [-0.187, 1.911, -1.006], [0.782, 1.811, -2.131], [1.206, 0.577, -2.628], [2.149, 0.496, -3.642], [2.700, 1.649, -4.185], [2.298, 2.885, -3.694], [1.351, 2.961, -2.683], [-1.482, 1.275, -1.054], [-1.890, 0.444, -2.117], [-3.120, -0.196, -2.111], [-4.012, -0.049, -1.054], [-3.648, 0.805, -0.015], [-2.427, 1.449, -0.020], [0.816, -0.337, -2.201], [2.457, -0.477, -4.007], [3.434, 1.587, -4.979], [2.721, 3.794, -4.103], [1.043, 3.926, -2.298], [-1.225, 0.298, -2.960], [-3.400, -0.811, -2.960], [-4.973, -0.545, -1.063], [-4.333, 0.981, 0.810], [-2.180, 2.115, 0.788], [0.023, -6.126, -1.718], [0.972, -4.969, -2.054], [1.955, -4.808, -0.896], [1.784, -5.386, -3.291], [0.181, -3.642, -2.356], [1.046, -2.604, -2.771], [-0.904, -3.925, -3.427], [-1.380, -2.694, -4.200], [-0.451, -2.158, -5.271], [-0.495, -0.806, -5.596], [0.305, -0.269, -6.590], [1.172, -1.097, -7.279], [2.209, -0.433, -8.510], [1.233, -2.450, -6.994], [0.417, -2.971, -5.999], [-0.593, -3.081, -1.129], [-0.004, -2.038, -0.277], [-0.734, -1.198, 0.467], [0.041, -0.443, 1.225], [1.284, -0.863, 0.865], [1.307, -1.833, -0.019], [0.613, -7.033, -1.571], [-0.690, -6.329, -2.519], [-0.535, -5.961, -0.795], [2.466, -5.760, -0.733], [1.456, -4.534, 0.031], [2.694, -4.037, -1.102], [2.476, -6.182, -3.008], [2.401, -4.578, -3.690], [1.162, -5.776, -4.099], [1.461, -2.850, -3.604], [-1.756, -4.389, -2.924], [-0.559, -4.677, -4.137], [-1.623, -1.881, -3.513], [-2.322, -2.958, -4.694], [-1.158, -0.147, -5.049], [0.278, 0.790, -6.810], [1.909, -3.089, -7.546], [0.474, -4.034, -5.800], [-0.875, -3.924, -0.497], [-1.517, -2.619, -1.478], [-1.812, -1.156, 0.414], [2.197, -0.434, 1.243]]
}